Computed, not measured: 4 unconnected molecules or ions with the total composition C54H100N5O8P, with ωB97M-V/def2-TZVPD.

Lowest unoccupied orbital energy (alpha / beta) = -3.9 / -3.9 eV
Molar mass = 978.39 g mol⁻¹
Orbital gap (alpha / beta) = 6.25 / 6.51 eV
Charge = +1
Spin multiplicity = 4
E_HOMO (alpha / beta) = -0.374 / -0.384 Eh

```
168
Properties=species:S:1:pos:R:3:forces:R:3:mulliken_charge:R:1
C -0.21561 -5.29433 -1.93039 0.22 0.23 0.14 -0.859
C -1.09818 -6.07316 -2.84363 -0.57 0.23 -2.29 -0.091
C -0.85453 -5.90408 -4.48826 -0.57 -4.50 -1.31 0.587
O -0.71200 -7.03912 -5.17704 -0.65 7.38 3.73 -0.562
O -0.86789 -4.53819 -5.03481 1.07 -3.40 0.45 0.050
C 0.08663 -4.36642 -6.14125 1.68 1.13 -1.72 -0.342
C -0.22901 -3.02356 -7.08348 -0.83 0.54 0.41 -0.548
C -1.72348 -2.38835 -6.82765 -0.31 1.05 -0.89 -0.544
C -1.73620 -1.08166 -5.81363 -0.70 -0.27 0.30 -0.445
C -0.92216 -1.30813 -4.40845 0.33 0.92 0.29 0.795
C -1.84277 -1.85508 -3.15889 0.08 0.41 0.95 0.250
C -2.56635 -0.57313 -2.36416 0.99 1.69 1.37 0.104
C -1.52252 0.38940 -1.51743 -4.25 0.76 -0.06 -0.158
C 0.10356 0.12548 -1.39522 -0.61 0.21 0.43 -0.713
C 1.03097 1.27070 -2.11960 0.82 -1.24 -0.04 -0.215
C 2.51089 1.21979 -1.35156 0.07 0.37 0.00 -0.288
C 3.66792 0.44220 -2.23301 0.49 -0.22 1.14 -0.903
C 3.24927 -1.11793 -2.60799 0.99 1.25 0.46 0.461
O 4.47531 -1.76131 -3.16964 -2.70 -0.31 -1.04 -0.449
C 4.05574 -2.79290 -4.14868 -0.04 -0.39 0.39 -0.164
C 3.27779 -4.03470 -3.36239 0.59 -0.10 -0.55 -0.566
C -2.18332 1.66450 -0.72946 -0.99 -2.39 -1.36 -0.105
C -1.14316 2.61568 0.14184 -0.98 0.47 -0.63 -1.230
C -3.83374 1.93258 -0.80254 2.23 -4.05 -3.70 0.563
P -4.44505 3.45858 0.14851 -0.45 0.72 0.91 0.179
C -3.47371 4.96920 -0.60821 0.89 0.26 -0.71 -0.895
O -6.10950 3.85619 -0.12618 2.57 0.65 -2.38 -0.467
C -4.71782 0.85786 -1.66789 1.44 0.96 1.08 0.349
C -6.37461 1.08837 -1.70006 1.01 0.63 -1.14 -1.023
N -4.09109 -0.32949 -2.43097 4.01 3.31 3.35 0.393
N -4.78262 -1.25271 -3.17645 -1.54 -0.76 0.63 0.302
C -5.45340 -0.72126 -4.40096 -1.70 1.28 -1.32 -0.999
C -5.56386 -2.25714 -2.39346 -3.57 -2.11 4.90 0.425
C -5.55831 -3.82311 -2.98388 1.21 1.61 -0.67 -0.710
O -6.23109 -2.08622 -1.25070 4.58 0.10 -6.77 -0.522
H -0.72684 -4.49137 -1.24290 1.50 -1.46 -1.46 0.290
H 0.94305 -5.50405 -1.99192 -2.58 0.57 0.62 0.348
H -1.98119 -6.77993 -2.49581 2.30 1.31 -0.97 0.125
H 1.14236 -4.14381 -5.64529 -2.12 -0.88 -1.08 0.018
H 0.13299 -5.26623 -6.89619 -0.21 1.50 2.05 0.362
H 0.54350 -2.14846 -6.83393 -1.55 -2.06 -0.64 0.155
H -0.16963 -3.27564 -8.24567 0.12 0.32 2.73 0.436
H -2.08746 -1.97204 -7.88470 0.68 -0.91 2.30 0.395
H -2.53768 -3.16079 -6.49314 1.81 1.29 -0.52 0.219
H -1.37260 -0.08338 -6.35786 -0.58 -2.40 1.15 0.332
H -2.87679 -0.89162 -5.51847 2.43 -0.28 -0.65 -0.189
H -0.48460 -0.24161 -4.09979 -0.97 -2.36 -0.51 -0.159
H 0.01372 -2.01917 -4.49173 -1.99 1.28 -0.06 -0.315
H -1.11101 -2.33681 -2.34802 -1.66 1.15 -1.71 -0.191
H -2.59730 -2.70096 -3.44697 1.35 1.90 0.35 -0.093
H 0.34347 0.10411 -0.22991 -0.61 0.10 -2.50 0.644
H 0.45272 -0.91345 -1.81875 -1.05 2.00 0.81 -0.195
H 0.56109 2.34372 -2.13905 0.89 -2.23 0.14 0.361
H 1.22289 0.88881 -3.23138 -0.58 1.13 2.26 0.244
H 2.45711 0.65596 -0.30966 -0.18 1.16 -2.14 0.316
H 2.80072 2.34162 -1.09611 -0.21 -2.49 -0.63 0.010
H 4.62911 0.34631 -1.53396 -2.05 0.29 -1.55 0.302
H 3.99540 1.07967 -3.15967 -0.82 -1.46 1.58 0.244
H 2.98780 -1.71171 -1.63204 0.11 1.24 -1.78 0.125
H 2.35732 -1.07864 -3.36648 1.62 -0.44 1.24 -0.215
H 3.36982 -2.26654 -4.95168 1.25 -1.20 1.44 0.201
H 5.02196 -3.21519 -4.67459 -1.93 1.05 1.21 0.333
H 3.68750 -5.04481 -3.84604 -1.16 2.10 1.21 0.336
H 2.11196 -3.97210 -3.46845 2.20 -0.13 0.15 -0.180
H 3.54977 -4.00758 -2.21560 -0.42 -0.08 -2.39 0.368
H -0.76798 3.45789 -0.61612 -0.59 -1.93 1.73 0.283
H -1.69538 3.17867 1.01142 0.86 -1.25 -1.73 0.419
H -0.24922 2.02797 0.61875 -1.79 1.02 -1.27 0.206
H -4.18079 5.90566 -0.71069 1.34 -1.97 0.09 0.365
H -2.60421 5.27426 0.13918 -1.97 -0.75 -1.48 0.255
H -2.95833 4.67591 -1.63740 -1.23 0.84 2.06 0.299
H -6.10992 4.44345 -0.95889 -0.43 -1.26 1.70 0.323
H -6.79056 1.33544 -0.63075 1.01 -0.73 -2.18 0.359
H -6.52361 2.05619 -2.38215 0.30 -2.02 1.56 0.298
H -6.94597 0.22171 -2.24161 1.31 1.57 1.44 0.173
H -6.62115 -0.88819 -4.28075 2.41 0.27 -0.53 0.387
H -5.08505 -1.16307 -5.42707 -0.58 0.56 2.28 0.257
H -5.31451 0.45962 -4.48206 -0.13 -2.64 0.40 0.326
H -4.40324 -4.12077 -3.00570 -2.54 0.45 0.13 0.074
H -6.19471 -4.55694 -2.33019 1.24 1.81 -1.32 0.330
H -5.88843 -3.76124 -4.11070 0.48 -0.36 2.22 0.277
C -2.88091 -10.33029 -2.16075 0.27 -0.38 0.00 -1.762
C -4.34856 -9.86197 -1.92467 1.57 0.92 -0.69 1.927
C -4.49625 -9.09301 -0.57565 -0.53 -0.11 0.07 -1.166
C -4.64169 -9.96004 0.66754 0.09 0.00 0.11 -0.643
C -5.69292 -11.04261 0.45971 -0.03 0.26 -0.21 -1.204
C -5.40241 -11.89774 -0.79848 0.25 -1.78 0.91 1.591
N -5.25110 -11.05622 -2.03766 -4.40 2.57 0.36 0.246
O -6.53114 -10.59566 -2.39507 3.40 -1.48 0.55 -0.487
C -4.12346 -12.73970 -0.52977 0.26 0.14 -0.16 -1.868
C -6.51894 -12.97762 -0.95342 -0.18 0.56 -0.44 -1.706
C -4.56986 -8.78867 -3.04933 -0.84 -0.52 0.13 -1.263
H -2.76057 -11.41490 -2.17047 -0.15 0.15 0.17 0.378
H -2.50555 -10.02104 -3.14365 -0.19 0.15 0.20 0.465
H -2.19684 -9.92782 -1.40635 -0.10 -0.05 -0.05 0.314
H -5.38806 -8.44877 -0.62363 0.09 -0.22 -0.22 0.439
H -3.64861 -8.41223 -0.43479 0.00 -0.13 -0.29 0.220
H -3.67648 -10.39743 0.93897 -0.05 -0.07 -0.02 0.264
H -4.93608 -9.32916 1.51563 0.09 -0.07 -0.13 0.433
H -5.73377 -11.67897 1.35272 0.03 -0.12 -0.32 0.395
H -6.68203 -10.57186 0.38210 0.11 -0.10 -0.22 0.353
H -3.86298 -13.35296 -1.40323 -0.09 0.19 0.15 0.384
H -4.27794 -13.42539 0.31272 -0.24 0.21 -0.20 0.417
H -3.25231 -12.14135 -0.26104 -0.06 0.00 -0.11 0.398
H -7.52274 -12.54514 -1.01740 0.27 0.08 -0.13 0.358
H -6.53108 -13.65699 -0.09235 0.29 0.29 -0.08 0.401
H -6.35135 -13.58987 -1.84874 0.00 0.21 0.13 0.426
H -4.55085 -9.24275 -4.04772 0.00 0.01 0.25 0.516
H -3.77963 -8.02770 -3.01722 0.05 -0.38 0.20 -0.077
H -5.51895 -8.25185 -2.93757 0.08 -0.29 0.01 0.349
C 7.35309 5.54949 1.63846 0.21 -0.15 0.43 -1.619
C 6.00370 5.46027 0.86369 1.84 0.77 -0.57 1.940
C 5.20613 6.79838 0.94306 -0.53 -0.20 -0.05 -1.666
C 4.38950 7.00756 2.21105 0.07 0.07 0.10 0.127
C 3.55448 5.77510 2.53364 0.09 0.05 -0.24 -1.287
C 4.42175 4.49492 2.62119 -0.35 -0.41 1.91 1.915
N 5.24007 4.27408 1.37692 -3.92 0.26 -3.42 0.156
O 4.36125 3.85613 0.36136 2.49 0.60 2.70 -0.426
C 5.32835 4.60658 3.87913 0.30 0.05 -0.07 -2.025
C 3.50360 3.27488 2.94570 0.15 0.00 -0.68 -1.731
C 6.45607 5.32611 -0.63402 -0.76 -0.51 0.15 -1.923
H 7.40975 4.88563 2.50277 -0.21 0.15 -0.07 0.351
H 8.20243 5.23788 1.01868 -0.28 0.16 -0.07 0.466
H 7.55738 6.56685 1.98818 -0.06 -0.12 -0.05 0.296
H 4.50347 6.85004 0.09673 0.20 -0.26 0.07 0.368
H 5.88446 7.64998 0.81482 0.13 -0.33 -0.07 0.406
H 5.04694 7.26563 3.04638 -0.10 -0.08 0.05 -0.081
H 3.72369 7.86886 2.07404 0.15 -0.10 0.05 0.478
H 3.02133 5.94039 3.47837 0.24 -0.23 -0.03 0.336
H 2.77657 5.65833 1.76736 0.20 -0.18 -0.06 0.335
H 5.97948 3.72715 3.97664 -0.13 0.17 -0.11 0.422
H 4.72282 4.66387 4.79231 -0.10 -0.04 -0.35 0.393
H 5.95569 5.49846 3.89045 -0.03 -0.09 -0.09 0.402
H 2.70425 3.13687 2.21035 0.26 0.07 -0.07 0.242
H 3.00959 3.40186 3.91676 0.31 0.25 -0.15 0.409
H 4.08730 2.34684 2.99634 -0.05 0.20 -0.09 0.441
H 6.97498 4.37649 -0.81373 -0.13 0.15 0.14 0.474
H 7.14643 6.13598 -0.90251 -0.13 -0.09 0.43 0.435
H 5.61586 5.39279 -1.33478 0.07 -0.14 0.26 0.329
C 4.59336 7.37092 8.85655 -0.25 -0.27 0.34 -1.688
C 4.37505 8.08087 7.48638 1.70 -0.29 1.11 1.866
C 4.25108 9.62671 7.65363 -0.29 0.12 -0.44 -1.400
C 2.87759 10.13961 8.06459 -0.02 0.05 0.12 -0.480
C 1.78336 9.52588 7.20073 0.31 0.01 -0.13 -1.144
C 1.83803 7.97810 7.21031 -1.80 -0.35 0.83 1.717
N 3.19101 7.45262 6.81041 0.41 2.56 -4.45 0.218
O 3.33013 7.65315 5.42520 -0.41 -1.08 3.55 -0.370
C 1.43982 7.48603 8.63020 0.28 -0.09 0.16 -1.880
C 0.69794 7.41922 6.30220 0.61 0.01 -0.40 -1.857
C 5.73470 7.84455 6.73718 -0.71 -0.02 -0.61 -1.893
H 3.77221 6.71400 9.14829 -0.02 0.24 -0.11 0.368
H 5.46286 6.70292 8.83761 -0.06 0.30 -0.15 0.475
H 4.74811 8.08863 9.66895 -0.03 -0.07 -0.13 0.310
H 4.50305 10.11403 6.69880 -0.03 -0.33 0.07 0.382
H 4.99387 9.98893 8.37395 0.03 -0.34 -0.12 0.388
H 2.69987 9.93771 9.12490 -0.07 -0.04 -0.04 0.287
H 2.85254 11.23128 7.95712 0.04 -0.17 0.05 0.393
H 0.80637 9.87559 7.55749 0.06 -0.34 -0.05 0.396
H 1.88094 9.90564 6.17495 0.07 -0.25 0.04 0.323
H 1.48100 6.39012 8.69492 0.05 0.24 -0.06 0.401
H 0.41285 7.78628 8.87314 0.19 0.01 -0.32 0.414
H 2.05907 7.89835 9.42748 0.04 -0.08 -0.12 0.402
H 0.75332 7.79017 5.27356 0.22 -0.08 0.18 0.296
H -0.28780 7.71366 6.68265 0.36 0.05 0.19 0.440
H 0.72130 6.32234 6.27318 0.10 0.20 0.01 0.432
H 5.88918 6.78256 6.50989 -0.14 0.16 0.07 0.446
H 6.57861 8.17638 7.35547 -0.42 -0.05 0.15 0.442
H 5.80098 8.40667 5.79852 -0.20 -0.17 0.14 0.341
```
Positions in Å, forces in eV/Å.